# 1
Computed, not measured: a 2-piece molecular cluster, C3H9NO3 overall in a non-equilibrium geometry, with wB97M-V/def2-TZVPD.

Each line ends with the Löwdin charge.
CARTESIAN COORDINATES (ANGSTROEM)
O1 -1.231 0.868 1.244  0.047
C1 -0.109 1.157 1.079  -0.275
C2 0.463 0.828 -0.328  -0.263
C3 -0.653 -0.028 -1.145  -0.195
O2 -0.229 0.117 -2.495  -0.085
N1 1.713 0.040 0.093  0.054
H1 0.605 1.433 1.859  0.120
H2 0.604 1.847 -0.937  0.180
H3 -0.465 -1.057 -1.011  0.086
H4 -1.741 0.349 -0.932  0.154
H5 -0.973 -0.034 -3.044  0.059
H6 2.385 0.370 -0.510  0.024
H7 1.447 -0.988 0.023  0.091
H8 -0.435 -2.819 2.222  0.088
H9 -0.305 -1.276 1.647  0.035
O3 0.046 -2.216 1.551  -0.119

Properties
SMILES = N[C@H](C=O)CO.O
Orbital gap = 10.203 eV
LUMO energy = 0.801 eV
F_max = 4.15 eV/Å
Energy relative to the best compared isomer or geometry (same formula, charge and spin) = 3.216 eV

# 2
Computed, not measured: a 2-piece molecular cluster, C3H9NO3 overall in a non-equilibrium geometry, with wB97M-V/def2-TZVPD.

Each line ends with the Löwdin charge.
CARTESIAN COORDINATES (ANGSTROEM)
C1 1.877 1.096 0.568  -0.232
N1 0.643 0.363 0.409  0.064
C2 0.536 -0.883 -0.102  -0.603
O1 -0.648 -1.442 0.377  0.062
O2 1.293 -1.528 -0.771  0.104
C3 2.781 0.548 1.670  -0.090
H1 1.616 2.111 0.843  0.112
H2 2.518 1.143 -0.303  0.116
H3 0.020 0.512 1.187  0.141
H4 -0.465 -2.392 0.371  0.112
H5 3.171 -0.457 1.540  0.075
H6 3.670 1.197 1.692  0.076
H7 2.365 0.687 2.652  0.062
H8 -5.829 -0.780 -3.408  0.039
H9 -6.911 0.182 -2.986  0.030
O3 -6.639 -0.356 -3.738  -0.069

Properties
SMILES = CCNC(=O)O.O
Orbital gap = 10.800 eV
LUMO energy = 0.646 eV
F_max = 1.61 eV/Å
Energy relative to the best compared isomer or geometry (same formula, charge and spin) = 0.534 eV

# 3
Computed, not measured: a 2-piece molecular cluster, C3H9NO3 overall in a non-equilibrium geometry, with wB97M-V/def2-TZVPD.

Each line ends with the Mulliken spin population.
CARTESIAN COORDINATES (ANGSTROEM)
C1 0.618 1.267 -0.099  0.051
N1 0.831 0.566 1.092  0.647
C2 0.402 -0.730 1.396  -0.057
O1 0.925 -1.090 2.577  0.011
O2 -0.314 -1.392 0.707  0.143
C3 0.528 0.481 -1.396  0.061
H1 1.321 2.097 -0.209  0.034
H2 -0.350 1.828 0.046  0.129
H3 1.394 0.986 1.844  -0.034
H4 0.546 -1.974 2.756  0.000
H5 -0.425 -0.011 -1.605  0.001
H6 0.806 1.196 -2.158  0.006
H7 1.183 -0.393 -1.435  0.006
H8 -2.815 -1.185 -1.803  0.000
H9 -2.131 -1.122 -0.542  0.000
O3 -2.520 -0.524 -1.169  0.002

Properties
Orbital gap (alpha / beta) = 11.376 / 5.575 eV
LUMO energy (alpha / beta) = -3.443 / -9.228 eV
F_max = 1.65 eV/Å
Spin multiplicity = 2
Energy relative to the best compared isomer or geometry (same formula, charge and spin) = 0.074 eV
Charge = +1

# 4
Computed, not measured: a 2-piece molecular cluster, C3H9NO3 overall in a non-equilibrium geometry, with wB97M-V/def2-TZVPD.

Each line ends with the Mulliken spin population.
CARTESIAN COORDINATES (ANGSTROEM)
C1 0.606 0.474 0.455  0.042
C2 1.701 1.390 -0.183  -0.005
O1 1.489 2.785 0.035  0.002
C3 0.650 -0.995 -0.013  -0.041
N1 -0.358 -1.292 -0.997  0.108
O2 1.409 -2.004 0.319  0.895
H1 0.488 0.529 1.488  0.001
H2 -0.280 0.861 0.016  0.002
H3 1.795 1.243 -1.218  0.001
H4 2.679 0.980 0.180  0.001
H5 2.320 3.247 -0.200  0.000
H6 -0.341 -2.225 -1.404  -0.003
H7 -1.135 -0.627 -1.130  -0.002
H8 -4.103 -0.904 1.240  0.000
H9 -3.594 -2.190 0.851  0.000
O3 -3.328 -1.273 0.560  0.000

Properties
Orbital gap (alpha / beta) = 9.551 / 5.351 eV
LUMO energy (alpha / beta) = -5.009 / -9.205 eV
F_max = 5.48 eV/Å
Spin multiplicity = 2
Energy relative to the best compared isomer or geometry (same formula, charge and spin) = 1.912 eV
Charge = +1

# 5
Computed, not measured: C3H9NO3P as an isolated structure in a non-equilibrium geometry, with wB97M-V/def2-TZVPD.

Each line ends with the Löwdin charge.
CARTESIAN COORDINATES (ANGSTROEM)
C1 -0.699 -1.804 -0.793  -0.131
C2 -0.269 -0.654 -1.707  -0.418
C3 0.435 1.520 0.004  -0.096
N1 0.860 0.137 -1.294  -0.067
O1 0.188 2.192 2.411  -0.250
O2 1.476 -0.044 2.126  -0.378
O3 -1.077 0.083 1.943  -0.387
P1 0.260 0.667 1.665  0.188
H1 0.231 -2.506 -0.678  0.095
H2 -1.026 -1.434 0.130  -0.003
H3 -1.546 -2.518 -1.136  0.081
H4 -1.178 -0.066 -1.924  0.095
H5 -0.221 -1.124 -2.670  0.067
H6 -0.533 1.968 -0.523  0.094
H7 1.475 2.001 -0.059  0.066
H8 0.048 1.975 3.319  0.010
H9 1.577 -0.391 -0.812  0.035

Properties
Orbital gap = 9.040 eV
LUMO energy = 4.049 eV
F_max = 4.50 eV/Å
Energy relative to the best compared isomer or geometry (same formula, charge and spin) = 2.281 eV
Charge = -1

# 6
Computed, not measured: a 2-piece molecular cluster, C3H9NO3S overall in a non-equilibrium geometry, with wB97M-V/def2-TZVPD.

Each line ends with the Mulliken spin population.
CARTESIAN COORDINATES (ANGSTROEM)
C1 -0.646 1.966 -0.232  0.037
C2 -1.460 0.749 -0.138  -0.012
C3 2.703 -0.239 0.241  1.589
N1 2.508 -1.401 0.755  0.221
O1 -1.403 -1.269 -1.730  0.010
O2 -0.133 -1.541 0.566  0.005
O3 -2.712 0.687 -0.732  0.000
S1 -0.388 -0.657 -0.939  0.041
H1 -1.045 2.438 -1.243  -0.001
H2 0.435 1.867 -0.229  -0.018
H3 -0.973 2.752 0.511  -0.001
H4 -1.589 0.309 0.912  -0.002
H5 3.480 0.412 0.875  0.091
H6 -0.493 -2.453 0.589  -0.003
H7 1.581 -1.650 0.442  -0.001
H8 2.808 -1.884 1.647  0.042
H9 -2.674 -0.085 -1.295  -0.001

Properties
Orbital gap (alpha / beta) = 6.089 / 9.294 eV
LUMO energy (alpha / beta) = 0.383 / -0.600 eV
F_max = 7.11 eV/Å
Spin multiplicity = 3
Energy relative to the best compared isomer or geometry (same formula, charge and spin) = 1.202 eV